{"formula": "C29H22N6ORuSe2", "method": "the ωB97M-V functional and the def2-TZVPD basis", "gap_ev": [5.48, 5.33], "charge": 3, "relative_energy_kcal_mol": 0.0, "homo_energy_ev": [-16.27, -16.27], "spin_multiplicity": 2, "lumo_ev": [-10.8, -10.9], "symbols": ["Ru", "Se", "Se", "C", "C", "C", "C", "C", "N", "C", "C", "C", "C", "C", "N", "H", "H", "H", "H", "H", "H", "H", "H", "N", "C", "C", "C", "C", "C", "C", "C", "H", "H", "H", "H", "H", "O", "C", "C", "C", "N", "C", "C", "C", "C", "C", "C", "C", "C", "N", "C", "N", "H", "H", "H", "H", "H", "H", "H", "H", "H"], "coordinates": [[-0.253, -0.446, 0.418], [2.009, 0.400, 0.981], [1.655, -1.598, 2.033], [0.348, -0.853, 3.236], [0.398, -0.896, 4.608], [-0.650, -0.284, 5.295], [-1.659, 0.342, 4.582], [-1.616, 0.343, 3.194], [-0.626, -0.259, 2.531], [3.204, -0.352, -0.364], [4.492, 0.141, -0.392], [5.340, -0.439, -1.337], [4.845, -1.437, -2.157], [3.519, -1.840, -2.020], [2.695, -1.299, -1.122], [1.213, -1.382, 5.127], [-0.664, -0.289, 6.377], [-2.480, 0.830, 5.088], [-2.386, 0.822, 2.604], [4.834, 0.922, 0.273], [6.366, -0.106, -1.421], [5.472, -1.907, -2.902], [3.105, -2.616, -2.652], [-1.186, -2.255, 0.400], [-1.810, -3.230, 0.400], [-2.566, -4.409, 0.398], [-2.893, -5.010, -0.833], [-3.646, -6.165, -0.825], [-4.064, -6.713, 0.384], [-3.737, -6.120, 1.602], [-2.987, -4.964, 1.622], [-2.555, -4.574, -1.763], [-3.908, -6.645, -1.758], [-4.654, -7.620, 0.379], [-4.068, -6.566, 2.528], [-2.721, -4.492, 2.558], [0.155, -0.634, -2.615], [0.067, -0.613, -1.496], [-3.168, 2.357, -0.473], [-2.419, 1.256, -0.123], [-1.084, 1.345, 0.085], [-0.466, 2.522, -0.062], [-1.161, 3.685, -0.393], [-2.533, 3.586, -0.596], [-0.481, 4.988, -0.448], [0.600, 5.332, -1.164], [1.427, 4.523, -2.067], [2.445, 5.152, -2.765], [3.229, 4.371, -3.606], [3.020, 3.064, -3.754], [2.010, 2.583, -3.029], [1.191, 3.199, -2.184], [-4.231, 2.252, -0.639], [-2.870, 0.275, -0.014], [0.596, 2.564, 0.111], [-3.105, 4.469, -0.851], [-0.970, 5.769, 0.126], [0.896, 6.373, -1.108], [2.625, 6.213, -2.661], [4.039, 4.806, -4.178], [1.821, 1.524, -3.167]], "atomic_forces_ev_per_a": [[1.1, -0.9, 1.1], [0.0, 0.8, -0.4], [-0.3, -0.8, 0.0], [0.1, 0.1, -0.1], [0.0, 0.0, -0.1], [0.0, 0.0, 0.0], [0.0, 0.0, 0.0], [0.0, 0.0, 0.1], [-0.1, 0.1, -0.1], [0.0, 0.1, 0.0], [0.1, 0.0, -0.1], [-0.1, 0.0, 0.0], [0.0, 0.0, 0.0], [0.0, 0.0, 0.0], [0.1, 0.0, 0.1], [0.0, 0.0, 0.0], [0.0, 0.0, 0.0], [0.0, 0.0, 0.0], [0.0, 0.0, 0.0], [0.0, 0.0, 0.0], [0.0, 0.0, 0.0], [0.0, 0.0, 0.0], [0.0, 0.0, 0.0], [-0.6, -0.1, 0.0], [0.2, 0.3, 0.0], [-0.2, -0.3, 0.0], [0.0, 0.0, 0.1], [0.0, 0.0, 0.0], [0.0, 0.0, 0.0], [0.0, 0.0, 0.0], [0.0, 0.0, -0.1], [0.0, 0.0, 0.0], [0.0, 0.0, 0.0], [0.0, 0.0, 0.0], [0.0, 0.0, 0.0], [0.0, 0.0, 0.0], [-0.1, 0.0, 0.3], [0.3, 0.0, -0.5], [0.1, -0.2, 0.1], [-0.1, 0.1, -0.1], [-0.5, 0.5, -0.4], [-0.2, 0.2, 0.1], [0.0, -0.3, 0.2], [0.1, 0.1, 0.1], [0.4, 0.2, -0.4], [-0.4, 0.1, 0.4], [-0.1, 0.0, 0.2], [0.1, -0.1, -0.1], [0.0, 0.0, -0.1], [-0.4, 0.3, 0.5], [-0.1, -0.8, -0.3], [0.7, 0.5, -0.4], [0.0, 0.0, 0.0], [0.0, 0.0, 0.0], [-0.1, 0.0, 0.0], [0.0, 0.0, 0.0], [0.0, 0.0, -0.1], [0.0, 0.0, 0.1], [0.0, 0.0, 0.0], [0.0, 0.0, 0.0], [0.0, -0.1, 0.0]]}

***

{"formula": "C29H23BrFN4O3Se2Tl", "method": "the ωB97M-V functional and the def2-TZVPD basis", "gap_ev": 6.99, "relative_energy_kcal_mol": 6.1, "homo_energy_ev": -7.24, "spin_multiplicity": 1, "lumo_ev": -0.2, "symbols": ["Tl", "C", "C", "C", "C", "C", "C", "C", "F", "C", "C", "C", "O", "C", "C", "N", "C", "C", "O", "O", "H", "H", "H", "H", "H", "H", "H", "H", "H", "H", "H", "Se", "Se", "C", "C", "C", "C", "C", "N", "C", "C", "C", "C", "C", "N", "H", "H", "H", "H", "H", "H", "H", "H", "Br", "C", "C", "C", "N", "C", "C", "H", "H", "H", "H"], "coordinates": [[-2.309, -0.321, 0.587], [3.210, 4.551, -1.918], [3.700, 3.519, -0.914], [5.012, 2.900, -1.366], [5.509, 1.898, -0.343], [4.461, 0.848, -0.105], [4.799, -0.423, 0.295], [3.807, -1.375, 0.518], [4.192, -2.599, 0.926], [2.485, -1.103, 0.338], [2.117, 0.182, -0.087], [0.694, 0.478, -0.272], [-0.122, -0.468, -0.170], [0.369, 1.827, -0.557], [1.392, 2.711, -0.774], [2.700, 2.437, -0.691], [3.097, 1.157, -0.297], [-1.030, 2.402, -0.689], [-1.139, 3.495, -1.226], [-2.007, 1.695, -0.252], [4.042, 5.213, -2.158], [2.401, 5.172, -1.541], [2.878, 4.071, -2.840], [3.863, 4.005, 0.054], [5.736, 3.702, -1.510], [4.862, 2.415, -2.336], [5.729, 2.418, 0.595], [6.437, 1.425, -0.666], [5.836, -0.695, 0.446], [1.720, -1.841, 0.534], [1.105, 3.715, -1.046], [-2.034, -2.277, 2.396], [-4.752, 0.489, 1.390], [-5.143, -0.090, -0.362], [-6.432, -0.086, -0.915], [-6.611, -0.546, -2.199], [-5.518, -1.006, -2.934], [-4.283, -0.981, -2.329], [-4.102, -0.539, -1.081], [-1.174, -0.890, 3.366], [-0.725, -1.007, 4.684], [-0.097, 0.072, 5.270], [0.072, 1.255, 4.554], [-0.414, 1.299, 3.264], [-1.014, 0.254, 2.691], [-7.265, 0.274, -0.330], [-7.601, -0.548, -2.638], [-5.625, -1.367, -3.947], [-3.388, -1.321, -2.836], [-0.871, -1.929, 5.229], [0.258, -0.001, 6.291], [0.555, 2.117, 4.992], [-0.340, 2.191, 2.653], [-1.268, -7.384, -0.869], [-1.561, -5.522, -0.885], [-0.505, -4.656, -1.098], [-0.773, -3.296, -1.089], [-1.988, -2.786, -0.896], [-2.989, -3.643, -0.700], [-2.833, -5.019, -0.680], [0.499, -5.020, -1.257], [0.023, -2.577, -1.231], [-3.968, -3.206, -0.531], [-3.677, -5.670, -0.506]], "atomic_forces_ev_per_a": [[-0.4, -0.1, 0.3], [0.0, 0.0, 0.0], [-0.1, -0.1, 0.1], [0.0, 0.0, -0.1], [0.0, 0.0, 0.0], [-0.1, 0.0, 0.0], [0.0, 0.0, 0.0], [0.1, 0.0, 0.0], [0.0, 0.0, 0.0], [0.0, 0.0, 0.0], [0.0, 0.0, 0.0], [-0.1, -0.1, 0.1], [0.1, -0.2, -0.1], [0.1, 0.1, 0.1], [-0.1, 0.0, 0.0], [0.1, 0.0, 0.0], [0.0, 0.2, 0.0], [-0.1, -0.3, -0.4], [0.0, 0.1, 0.2], [0.1, 0.2, -0.1], [0.0, 0.0, 0.0], [0.0, 0.0, 0.0], [0.0, 0.0, 0.0], [0.0, 0.0, 0.0], [0.0, 0.0, 0.0], [0.0, 0.0, 0.0], [0.0, 0.0, 0.0], [0.0, 0.0, 0.0], [0.0, 0.0, 0.0], [0.0, 0.0, 0.0], [0.0, 0.0, 0.0], [0.3, 0.0, 0.0], [-0.1, 0.0, -0.1], [0.0, 0.0, 0.0], [0.0, 0.0, 0.0], [0.0, 0.0, -0.1], [0.0, 0.0, 0.0], [0.1, 0.1, 0.0], [0.0, 0.0, 0.0], [0.0, 0.1, -0.1], [0.0, -0.1, 0.0], [0.0, 0.1, 0.0], [0.0, 0.0, 0.0], [0.0, -0.1, 0.0], [0.0, 0.2, 0.0], [0.0, 0.0, 0.0], [0.0, 0.0, 0.0], [0.0, 0.0, 0.0], [0.0, 0.0, 0.0], [0.0, 0.0, 0.0], [0.0, 0.0, 0.0], [0.0, 0.0, 0.0], [0.0, 0.0, 0.0], [0.0, 0.0, 0.0], [0.0, 0.0, 0.0], [0.0, 0.0, 0.0], [0.0, 0.0, 0.0], [0.0, -0.1, 0.0], [0.0, 0.1, 0.0], [0.0, 0.0, 0.0], [0.0, 0.0, 0.0], [0.0, 0.0, 0.0], [0.0, 0.0, 0.0], [0.0, 0.0, 0.0]]}

***

{"formula": "C29H23Cl2N4O2ReSeTe", "method": "the ωB97M-V functional and the def2-TZVPD basis", "gap_ev": [6.93, 6.53], "charge": 1, "relative_energy_kcal_mol": 7.9, "homo_energy_ev": [-10.67, -10.33], "spin_multiplicity": 4, "lumo_ev": [-3.7, -3.8], "symbols": ["Re", "Te", "C", "C", "C", "C", "C", "C", "H", "H", "H", "H", "H", "Cl", "C", "C", "C", "C", "C", "Cl", "C", "N", "C", "C", "C", "C", "C", "C", "C", "C", "O", "O", "H", "H", "H", "H", "H", "H", "H", "H", "H", "H", "C", "N", "C", "Se", "N", "C", "C", "C", "C", "C", "C", "H", "H", "H", "H", "H", "H", "H", "H", "N", "C"], "coordinates": [[1.019, 0.417, 1.175], [1.226, -1.378, 3.115], [-0.342, -0.630, 4.305], [-0.212, -0.885, 5.668], [-1.034, -0.222, 6.567], [-1.980, 0.679, 6.104], [-2.123, 0.912, 4.740], [-1.303, 0.263, 3.835], [0.530, -1.588, 6.026], [-0.933, -0.409, 7.628], [-2.613, 1.208, 6.804], [-2.863, 1.616, 4.384], [-1.412, 0.451, 2.774], [3.755, 0.276, -0.012], [4.511, -0.523, 1.350], [5.317, 0.230, 2.177], [5.853, -0.354, 3.311], [5.522, -1.657, 3.627], [4.674, -2.393, 2.813], [4.113, -3.916, 3.421], [4.180, -1.867, 1.604], [3.239, -2.500, 0.780], [3.260, -3.865, 0.350], [4.434, -4.608, 0.376], [4.436, -5.941, 0.008], [3.257, -6.539, -0.407], [2.097, -5.787, -0.471], [2.075, -4.443, -0.113], [0.769, -3.690, -0.336], [0.527, -2.518, 0.573], [0.321, -2.768, 1.825], [0.556, -1.363, 0.087], [5.504, 1.268, 1.942], [6.485, 0.228, 3.968], [5.890, -2.115, 4.536], [2.950, -1.886, 0.032], [5.354, -4.131, 0.688], [5.359, -6.504, 0.045], [3.242, -7.584, -0.686], [1.184, -6.250, -0.827], [-0.058, -4.391, -0.221], [0.746, -3.304, -1.355], [0.967, 3.645, -3.409], [1.171, 4.062, -2.032], [0.945, 3.328, -0.930], [0.279, 1.567, -0.923], [1.246, 4.070, 0.138], [1.703, 5.316, -0.265], [2.180, 6.408, 0.446], [2.577, 7.504, -0.296], [2.505, 7.511, -1.695], [2.042, 6.416, -2.401], [1.643, 5.318, -1.653], [0.692, 2.596, -3.427], [1.886, 3.790, -3.974], [0.171, 4.233, -3.863], [1.265, 3.717, 1.093], [2.242, 6.389, 1.526], [2.957, 8.378, 0.215], [2.829, 8.389, -2.237], [2.000, 6.413, -3.483], [1.775, 2.991, 2.910], [1.518, 2.049, 2.278]], "atomic_forces_ev_per_a": [[0.0, -0.6, 0.1], [-0.2, 0.6, 0.0], [0.2, -0.2, -0.1], [0.0, -0.1, 0.0], [0.0, 0.0, 0.0], [0.0, 0.0, 0.0], [0.0, 0.0, 0.0], [0.0, 0.0, -0.1], [0.0, 0.0, 0.0], [0.0, 0.0, 0.0], [0.0, 0.0, 0.0], [0.0, 0.0, 0.0], [0.0, 0.0, 0.0], [0.1, 0.0, 0.0], [0.0, -0.2, 0.1], [0.0, 0.1, 0.0], [0.0, 0.1, 0.0], [0.1, 0.0, 0.0], [-0.2, 0.1, -0.2], [0.0, 0.0, -0.1], [-0.1, 0.0, 0.1], [0.0, 0.0, 0.0], [0.1, 0.0, 0.1], [0.0, 0.1, 0.0], [0.0, 0.1, 0.0], [0.0, -0.1, 0.0], [0.0, 0.0, -0.1], [-0.1, 0.0, 0.2], [0.0, 0.0, 0.0], [0.0, -0.1, 0.2], [0.1, 0.0, -0.1], [0.0, -0.1, -0.2], [0.0, 0.0, 0.0], [0.0, 0.0, 0.0], [0.0, 0.0, 0.0], [0.0, 0.0, 0.0], [0.0, 0.0, 0.0], [0.0, 0.0, 0.0], [0.0, 0.0, 0.0], [0.0, 0.0, 0.0], [0.0, 0.0, 0.0], [-0.1, 0.0, 0.0], [0.0, 0.1, -0.1], [-0.1, -0.1, -0.1], [0.0, 0.2, 0.2], [0.0, 0.0, -0.1], [0.1, 0.1, -0.1], [0.0, 0.0, -0.1], [0.0, 0.0, 0.1], [0.0, 0.0, 0.0], [0.0, 0.0, 0.0], [0.0, 0.0, -0.1], [0.0, 0.0, 0.1], [0.0, 0.0, 0.0], [0.0, 0.0, 0.0], [0.0, 0.0, 0.0], [0.0, 0.0, 0.1], [0.0, 0.0, 0.0], [0.0, 0.0, 0.0], [0.0, 0.0, 0.0], [0.0, 0.0, 0.0], [0.0, 0.0, -0.1], [0.1, 0.3, 0.3]]}

***

Total energy for every record listed, in sequence, given in hartree: -6418.8880, -9212.9425, -5156.3265.